C47H34N2O8P2SSe2V | ωB97M-V/def2-TZVPD

```
97
Properties=species:S:1:pos:R:3:mulliken_charge:R:1
Se 1.710 0.559 -1.430 -0.676
Se -2.148 0.946 -0.057 -0.421
V -0.082 -0.300 -0.072 0.823
S 2.226 -7.359 -5.049 -0.277
P -1.762 1.694 1.962 2.498
P 0.877 2.638 -1.431 0.386
O 1.285 -8.451 -2.824 -0.518
O 1.206 -6.579 4.187 -0.646
O 2.821 -4.578 0.255 -0.676
O 2.852 -2.447 0.064 -0.520
O -1.406 -0.399 2.319 -0.471
O -1.263 -0.738 4.533 -0.694
O 0.619 -1.229 1.078 0.633
O -0.231 -5.569 5.424 -0.645
N 2.419 -3.466 0.561 1.075
N 0.513 -5.613 4.458 1.058
C -5.236 1.300 4.937 -0.527
C -1.055 5.665 0.929 -0.624
C -0.182 -3.325 3.894 -0.080
C 0.023 -2.653 -2.097 0.229
C -0.345 -4.786 -3.290 -0.549
C -1.954 3.506 1.539 0.338
C 1.519 -5.924 -4.267 0.156
C 4.333 3.967 -3.327 -0.654
C 4.032 5.303 -3.544 -0.484
C -0.334 2.664 -2.829 0.463
C -3.338 2.519 4.113 -0.412
C 0.163 -5.874 -3.980 -0.341
C 2.175 3.625 -2.308 0.775
C 1.881 4.972 -2.525 -0.514
C -0.871 4.364 1.384 -0.256
C 1.491 -3.382 1.665 -0.904
C 1.853 -3.791 -3.228 -0.430
C -4.371 2.380 5.027 -0.882
C -3.414 5.271 0.758 -0.841
C -2.137 2.893 -4.939 -0.502
C -3.227 3.974 1.203 -0.470
C 3.411 3.132 -2.710 -0.450
C -1.014 -1.032 3.374 0.072
C 1.118 1.917 4.866 -0.592
C 0.669 -2.227 1.898 -0.137
C 0.576 -4.459 3.597 -0.748
C -1.036 2.053 -5.050 -0.625
C 2.363 -4.878 -3.912 -0.520
C -4.035 0.488 3.024 -0.674
C 1.400 -4.483 2.492 -0.259
C 2.268 1.757 2.769 -0.817
C -0.314 -1.715 -1.395 -0.605
C 2.800 5.803 -3.144 -0.615
C -2.325 6.124 0.622 -0.501
C 2.820 -9.838 -4.043 -1.090
C 1.998 -8.605 -3.774 0.761
C -5.079 0.364 3.926 -0.733
C -0.105 1.889 4.211 -0.807
C -0.159 -2.241 3.060 0.423
C -0.140 1.936 -3.999 -0.492
C 2.304 1.844 4.153 -0.922
C -2.342 3.609 -3.769 -0.566
C 0.495 -3.744 -2.889 0.336
C -0.143 1.807 2.822 0.847
C -3.153 1.555 3.127 0.201
C -1.443 3.498 -2.717 0.264
C 1.049 1.745 2.111 -0.099
H 2.557 6.846 -3.313 0.384
H 0.920 5.365 -2.209 0.319
H -1.609 4.048 -1.796 0.101
H 5.291 3.569 -3.639 0.394
H -2.844 2.975 -5.755 0.359
H 3.415 -4.931 -4.162 0.397
H -3.205 4.257 -3.671 0.425
H -0.871 1.489 -5.960 0.387
H 1.985 -5.364 2.274 0.680
H -0.196 6.313 0.806 0.411
H -0.801 -3.312 4.779 0.642
H -2.469 7.139 0.274 0.373
H 3.183 1.687 2.193 0.509
H -1.398 -4.742 -3.045 0.482
H -4.496 3.116 5.811 0.408
H -6.042 1.195 5.653 0.390
H -5.768 -0.467 3.844 0.416
H 3.251 1.841 4.676 0.369
H 3.645 2.088 -2.542 0.277
H 0.127 4.027 1.624 0.247
H 1.133 1.966 5.948 0.388
H 3.765 -9.725 -3.509 0.279
H 4.754 5.954 -4.022 0.352
H -4.410 5.617 0.507 0.405
H -0.482 -6.691 -4.272 0.426
H 3.031 -9.949 -5.105 0.347
H 1.046 1.710 1.030 -0.127
H 2.499 -2.984 -2.913 0.465
H -1.016 1.893 4.786 0.452
H 0.710 1.269 -4.068 0.364
H -3.888 -0.242 2.238 0.396
H -4.072 3.301 1.290 0.391
H 2.306 -10.715 -3.654 0.303
H -2.680 3.378 4.163 0.513
```

Calculated values
HOMO-LUMO gap (alpha / beta) (eV): 6.752 / 6.937
2S+1: 3
Molecular weight (g mol⁻¹): 1057.674
Charge: -1
LUMO level (alpha / beta) (eV): 1.644 / 1.625
HOMO (alpha / beta) (eV): -5.11 / -5.31

C47H36GeN3O2PtS2 | ωB97M-V/def2-TZVPD

```
92
Properties=species:S:1:pos:R:3:mulliken_charge:R:1
Pt -0.103 -0.385 1.375 2.592
Ge -1.268 -0.241 -0.747 0.486
S 2.236 1.860 0.888 1.318
S 0.344 -0.880 5.925 -0.458
O 3.671 1.895 0.832 -0.703
O 1.553 2.150 2.116 -0.770
N 0.768 -0.629 3.410 0.417
N 1.707 0.346 0.461 -0.779
N 0.956 -2.146 0.702 0.159
C 1.312 -1.582 -3.840 -0.720
C -3.912 -1.125 4.301 -1.003
C -2.807 2.106 0.156 -0.506
C -0.184 -0.774 4.282 0.975
C -1.790 -0.774 2.444 -0.430
C -3.601 3.235 0.001 -0.692
C 2.431 -4.281 -0.337 -1.346
C 1.853 4.196 -2.356 -0.944
C 4.248 -1.259 -1.681 -1.140
C -0.047 5.532 -3.322 -1.816
C -3.470 2.991 -2.384 -0.724
C 3.251 -0.533 3.340 0.247
C 4.359 -0.642 5.489 -0.575
C -4.688 -2.475 -1.910 -0.929
C -2.609 -1.025 4.751 -0.845
C 1.989 -0.737 5.390 0.426
C 0.533 4.640 -2.260 1.164
C -2.530 -1.715 -1.106 0.315
C -0.229 4.245 -1.166 -0.751
C 2.026 -0.619 3.997 -0.932
C 2.448 -0.547 -0.224 0.537
C -4.327 -3.794 -1.676 -0.589
C 4.405 -0.541 4.095 -1.176
C -2.333 1.401 -0.949 0.596
C -2.186 -3.047 -0.878 -0.051
C 2.393 3.353 -1.402 -0.450
C 3.568 -0.245 -1.091 -0.986
C 0.649 -3.447 1.045 -0.944
C 0.475 0.864 -2.850 0.436
C -4.158 -1.055 2.938 -1.191
C 1.344 -4.501 0.549 -0.866
C 3.897 -2.608 -1.442 -0.643
C 3.153 -0.745 6.152 -0.713
C 0.417 -1.525 -2.780 -0.041
C 1.787 -0.410 -4.412 -0.833
C 1.603 2.953 -0.332 -0.224
C -3.071 -4.078 -1.160 -1.006
C 2.050 -1.902 -0.051 0.612
C -1.570 -0.854 3.839 0.895
C 2.807 -2.961 -0.624 1.027
C -3.935 3.680 -1.271 -0.782
C -0.014 -0.302 -2.263 -0.292
C 1.364 0.814 -3.916 -0.888
C -2.677 1.863 -2.221 -0.068
C 0.302 3.410 -0.196 -0.305
C -3.797 -1.448 -1.626 0.013
C -3.119 -0.884 2.033 0.857
H 3.113 -0.833 7.229 0.411
H 5.072 -1.038 -2.346 0.423
H -1.215 -3.294 -0.467 0.182
H 3.839 0.782 -1.266 0.390
H 1.725 1.735 -4.358 0.500
H 2.993 -5.107 -0.749 0.450
H -0.285 3.110 0.661 0.668
H -3.372 -0.840 0.984 0.451
H 5.363 -0.463 3.597 0.452
H -2.552 1.770 1.156 0.309
H -5.666 -2.243 -2.311 0.429
H 4.470 -3.401 -1.908 0.419
H 0.019 5.059 -4.303 0.377
H 2.464 4.515 -3.193 0.438
H 1.061 -5.504 0.839 0.495
H -2.779 -5.104 -0.973 0.444
H 1.635 -2.543 -4.220 0.436
H -2.323 1.334 -3.100 0.411
H -4.724 -1.258 5.003 0.372
H 5.281 -0.643 6.056 0.403
H 3.419 3.019 -1.472 0.501
H -3.961 3.766 0.874 0.409
H -5.022 -4.596 -1.894 0.375
H -2.397 -1.081 5.813 0.401
H -1.255 4.578 -1.074 0.496
H 3.293 -0.458 2.264 0.673
H -4.556 4.558 -1.395 0.377
H -0.191 -3.564 1.717 0.484
H 0.496 6.477 -3.377 0.394
H -3.727 3.331 -3.380 0.471
H -4.103 -0.424 -1.808 0.313
H -1.094 5.751 -3.121 0.353
H 0.150 1.830 -2.482 0.261
H -5.173 -1.133 2.567 0.489
H 0.049 -2.453 -2.356 0.181
H 2.481 -0.452 -5.243 0.407
```

Calculated values
HOMO-LUMO gap (alpha / beta) (eV): 5.611 / 6.372
2S+1: 4
Molecular weight (g mol⁻¹): 1006.646
Charge: 0
LUMO level (alpha / beta) (eV): 0.006 / -2.080
HOMO (alpha / beta) (eV): -5.60 / -8.45

E_tot values, unit eV, following the record order: -254441.9890, -139321.8304.